# 1
Entry from OMol25: a 2-piece molecular cluster, C2H2FI overall in a non-equilibrium geometry (ωB97M-V with the def2-TZVPD basis set).

The geometry in XYZ format:
```
6
Properties=species:S:1:pos:R:3:forces:R:3
C 1.17359 -0.29108 0.48944 -0.7226 -1.9188 -0.0195
C -1.01529 0.28741 -0.29471 0.4403 -1.5815 -0.4777
F -1.59137 -0.51420 -1.23337 1.1893 1.5119 1.4270
I -1.15822 2.31260 -0.85685 -0.0237 -0.3472 -0.0363
H 1.38441 -0.35272 1.60317 -0.5930 0.7311 -0.6771
H 1.20688 -1.44201 0.29232 -0.2903 1.6045 -0.2165
```
Forces are in eV/Å.

Results
Net charge: 0
HOMO-LUMO gap (alpha / beta) in eV: 7.475 / 7.915
Energy in eV: -12917.0243
Relative energy (zero: lowest compared OMol25 entry of this formula, charge and spin) in kcal per mole: 141.2

# 2
Entry from OMol25: C5H8N2 in the gas phase in a non-equilibrium geometry (ωB97M-V with the def2-TZVPD basis set).

The geometry in XYZ format:
```
15
Properties=species:S:1:pos:R:3:forces:R:3
C 0.85134 -1.34709 0.44542 -0.0316 -0.0945 -0.0056
C 0.17505 -0.01396 0.14208 0.1582 -0.2368 -0.0450
C -0.02340 0.24346 -1.37427 0.0642 -0.0952 0.0457
C -1.34851 0.72327 -1.88722 -0.5980 0.0890 0.7012
N -2.41119 1.09354 -2.17686 1.6279 -0.5489 0.2618
C -0.71575 0.53956 1.17449 -0.3685 -0.0782 -0.0326
N 0.56931 1.18691 0.89011 0.1373 -0.1398 0.0275
H 0.19604 -2.15477 0.10762 0.0680 -0.0129 -0.0071
H 1.82592 -1.49121 -0.04017 -0.2172 0.2708 -0.0793
H 1.01572 -1.50666 1.51873 -0.1393 0.2665 -0.1564
H 0.25181 -0.69429 -1.87418 -0.2737 0.3313 -0.2109
H 0.74602 0.98457 -1.60446 -0.2169 -0.0108 -0.3583
H -0.81151 -0.03211 2.09701 -0.0720 0.1337 -0.1724
H -1.60880 1.06518 0.84215 0.1984 0.1144 0.2317
H 1.26932 0.96350 1.60181 -0.3370 0.0114 -0.2003
```
Forces are in eV/Å.

Results
Net charge: 0
SMILES: C[C@@]1(CC#N)CN1
HOMO-LUMO gap in eV: 10.733
Energy in eV: -8293.4768
Relative energy (zero: lowest compared OMol25 entry of this formula, charge and spin) in kcal per mole: 35.0

# 3
Entry from OMol25: a 19-piece molecular cluster, H38O19 overall in a non-equilibrium geometry (ωB97M-V with the def2-TZVPD basis set).

The geometry in XYZ format:
```
57
Properties=species:S:1:pos:R:3:forces:R:3
O 2.77804 0.37789 1.86885 0.0420 -0.0130 0.5551
H 2.59904 1.32236 1.78367 0.1530 0.3212 -0.2926
H 1.93076 0.06074 2.19701 -0.1567 -0.4666 -0.1074
O 3.04385 -0.53888 -0.69409 -0.3146 -0.0242 -0.7527
H 3.63595 -0.89211 -0.03560 0.2212 0.1012 0.5088
H 2.43264 0.01448 -0.19135 0.1775 -0.1320 0.4643
O 2.00036 2.63298 0.55705 0.2613 0.0754 -0.2095
H 1.33947 3.35198 0.69805 0.6332 -0.1809 -0.2867
H 2.71299 2.82502 -0.08882 -1.1250 0.2248 0.7078
O 2.94039 -1.70089 -3.16356 0.2697 -0.4954 -1.2395
H 3.03620 -0.74068 -3.19887 -0.2535 -0.4433 0.6274
H 2.67328 -1.98668 -2.29059 0.0401 0.8892 0.2195
O -0.42673 -1.79729 4.22798 -0.2287 0.1372 -0.2775
H -1.26262 -2.13976 3.88206 -0.0542 0.0878 0.0196
H 0.21536 -2.47674 4.02617 0.2189 -0.3041 0.1705
O -4.05570 -0.17475 0.46846 -0.3600 -0.1232 -0.2605
H -4.63294 -0.94549 0.61620 0.2187 0.6468 -0.5430
H -3.85748 -0.04315 -0.47872 -0.2360 -0.5610 0.5002
O -1.70445 -0.71431 -2.20357 -0.3531 1.1028 -0.0697
H -0.76128 -0.87167 -2.08820 -0.0154 -0.1615 -0.3852
H -2.06218 -1.38530 -2.79755 0.3181 -0.0661 0.4899
O 1.05387 -4.02280 0.83689 0.6804 0.7456 0.6579
H 0.83207 -3.59837 1.67733 -0.6322 -0.3952 0.0062
H 1.82954 -3.46601 0.66685 0.1329 -0.3899 -0.4678
O 0.14152 -0.96260 1.30282 0.4762 1.1661 -0.4462
H -0.14650 -1.28975 2.14734 -0.3798 -0.6220 0.7880
H -0.29983 -0.08299 1.37349 -0.0232 -0.6798 -0.4620
O -2.61236 -2.70134 1.36586 0.2331 -0.6638 -1.2619
H -3.16575 -2.19584 0.72528 1.0540 -0.5516 0.5872
H -2.08098 -3.30306 0.76870 -0.9852 1.0793 0.8039
O 3.16496 2.15754 -2.28955 -0.3283 0.3391 0.0534
H 3.99371 1.71716 -2.08518 0.2042 0.1771 0.1716
H 3.21326 3.09783 -2.05098 0.3189 -0.5309 -0.3266
O -0.71391 3.19676 3.91223 -0.5475 -2.1710 1.5238
H -0.07172 2.78309 4.53429 0.0902 0.9271 -0.7280
H -1.42162 2.51509 4.09876 0.4411 1.2438 -0.8773
O 0.24494 -2.86834 -1.62190 2.9250 -1.2996 -0.2169
H 0.67219 -2.41657 -0.86028 -0.7200 -0.2397 -0.3313
H 0.94089 -3.58368 -1.86068 -1.9289 1.7030 0.4715
O -2.02236 0.52449 2.08100 0.0731 1.5407 -0.0781
H -2.81229 0.29969 1.55615 0.0836 -0.4657 0.0527
H -1.90662 1.46538 1.82413 0.1566 -0.6401 0.2691
O -1.04514 2.27035 -0.29876 -0.8336 -1.3631 -1.1150
H -0.83035 2.99639 -0.88734 0.2057 0.2963 -0.0005
H -1.33209 1.58561 -0.97211 -0.0126 0.8910 1.0902
O -1.01457 2.10940 -4.14124 -0.6626 0.7918 -0.6590
H -0.53888 2.37184 -3.35782 0.4258 -0.3968 0.2497
H -0.82800 1.18361 -4.27265 0.1885 -0.3966 0.3199
O 0.58710 0.89517 -2.11027 2.2499 0.2715 2.3298
H 1.59094 1.05961 -1.96751 -2.1127 -0.1642 -0.8367
H 0.30901 0.95574 -1.14931 0.3547 -0.0339 -1.4470
O -0.07990 4.49158 1.36530 1.7456 0.0646 -0.5276
H -0.73754 4.71804 0.71723 -0.8005 0.0491 0.4894
H -0.37251 4.33407 2.26450 -0.7841 -0.1660 0.0517
O -2.33083 -3.15541 -1.63843 0.1633 -0.4338 0.2059
H -2.62725 -3.85878 -2.21409 0.0118 -0.3745 -0.0466
H -1.33520 -3.20976 -1.59004 -0.9198 0.0772 -0.1327
```
Forces are in eV/Å.

Results
Net charge: 0
HOMO-LUMO gap in eV: 10.216
Energy in eV: -39519.7576
Relative energy (zero: lowest compared OMol25 entry of this formula, charge and spin) in kcal per mole: 72.4

# 4
Entry from OMol25: C6H9NO as an isolated structure in a non-equilibrium geometry (ωB97M-V with the def2-TZVPD basis set).

The geometry in XYZ format:
```
17
Properties=species:S:1:pos:R:3:forces:R:3
C -1.63309 -0.22688 -0.21331 -3.8213 -5.0329 4.5366
C -0.70586 0.79160 -0.81903 -1.2521 -0.7914 -8.1859
C 0.64455 -0.13493 -1.19992 0.7754 1.9136 -2.2482
C 0.55218 -1.06714 0.84314 1.1852 0.8079 6.6618
C -0.55316 0.10281 1.08649 -0.5578 -1.4197 -0.1966
C -0.23388 1.45736 0.30254 1.5028 2.0239 6.8476
H -1.12282 1.40191 -1.73618 1.0571 -1.2780 1.2906
H 0.68947 -0.07167 -2.42999 0.0728 -1.0592 3.3027
H 1.62473 0.63481 -0.74859 -2.6618 -2.8367 -1.5672
H 1.40627 -2.17172 -0.76727 -3.1937 2.6093 1.0344
H 1.45046 -0.48481 1.24821 -0.1412 -0.4468 -1.3495
H 0.71201 -1.93850 1.75220 -1.6306 1.7968 -2.8686
H -0.78102 0.38182 2.14816 -0.1503 -1.2361 -0.8375
H 0.92281 1.70191 0.32743 -2.6839 0.0922 0.0106
H -0.85917 2.25577 0.93345 1.2152 -1.3390 -2.0592
N 0.50877 -1.47198 -0.48422 3.9571 -0.5038 -3.5471
O -2.62225 -1.16036 -0.24311 6.3271 6.6998 -0.8247
```
Forces are in eV/Å.

Results
Net charge: 0
HOMO-LUMO gap in eV: 9.354
Energy in eV: -9898.4609
Relative energy (zero: lowest compared OMol25 entry of this formula, charge and spin) in kcal per mole: 164.7

# 5
Entry from OMol25: a 2-piece molecular cluster, C4H8N2O2 overall in a non-equilibrium geometry (ωB97M-V with the def2-TZVPD basis set).

The geometry in XYZ format:
```
16
Properties=species:S:1:pos:R:3:forces:R:3
C -1.46941 1.80383 0.31872 2.7186 -2.2440 -2.3299
C 1.37027 -1.31804 0.27703 1.9868 0.1909 0.7572
C 0.44848 -1.17974 1.49479 0.4437 1.2691 -1.5043
C 0.06477 -0.72861 0.09355 -1.2897 0.5788 0.2678
N -1.47911 2.77797 -0.61485 1.2348 1.3418 0.3103
N 0.18751 0.67813 -0.10890 -2.7302 2.4077 -0.5700
O -2.18683 1.41099 1.14623 -0.4501 0.1636 0.9656
O 0.50207 0.98970 -1.50919 -0.9495 -1.0867 -0.3325
H 2.18536 -0.52671 0.15157 -1.0308 -1.6134 0.3844
H 1.55138 -2.32302 -0.07813 0.2311 0.0885 -0.1010
H -0.17028 -2.00822 1.75865 0.1622 -0.4162 0.6693
H 0.60147 -0.33447 2.15371 0.0996 -0.4285 0.2894
H -0.72771 -1.37322 -0.27856 -0.2382 0.5174 -0.7006
H -0.57972 2.82670 -1.19395 -1.7228 -0.1527 1.1894
H -1.91699 3.68689 -0.28647 0.7559 -1.5997 -0.7807
H -0.02668 0.39677 -2.13994 0.7788 0.9835 1.4855
```
Forces are in eV/Å.

Results
Net charge: 0
HOMO-LUMO gap in eV: 8.891
Energy in eV: -11348.5984
Relative energy (zero: lowest compared OMol25 entry of this formula, charge and spin) in kcal per mole: 127.2